88
Properties=species:S:1:pos:R:3:forces:R:3 method="wB97M-V/def2-TZVPD" homo_ha="-0.3609 / -0.3927" total_charge=+1 e_lumo_ev="-4.07 / -2.47" spin_multiplicity=5 de_lowest_ev=0.000 s2=6.35
Mn -0.12938 0.08276 0.78453 -0.40 -0.18 -0.20
C -2.04911 1.69563 0.12194 -0.35 -0.79 1.25
C -2.49638 0.80217 -0.88404 0.49 -0.31 0.74
C -2.36449 -0.41282 1.07363 -0.84 0.91 -0.52
C -2.05250 0.98604 1.38086 -0.43 -0.04 -1.22
C -2.67141 -0.48854 -0.31790 0.43 0.52 0.92
C -2.02478 3.17689 -0.00284 0.15 0.62 -0.15
H -1.65594 3.50525 -0.98570 -0.07 -0.07 0.23
H -1.39225 3.64474 0.76490 -0.17 -0.09 -0.22
H -3.03391 3.61101 0.10722 0.26 -0.18 0.00
C -2.32775 1.64833 2.68636 -0.04 0.34 0.37
H -1.82080 2.61860 2.76410 -0.05 -0.20 0.05
H -2.04674 1.04523 3.55240 -0.01 0.04 -0.07
H -3.40829 1.84986 2.78495 0.28 -0.07 -0.08
C -2.82620 -1.41804 2.07197 -0.08 -0.50 0.31
H -3.92490 -1.52305 2.04007 0.34 0.07 -0.03
H -2.56305 -1.13991 3.09895 -0.01 -0.08 -0.23
H -2.41049 -2.41929 1.87194 -0.11 0.22 0.12
C -3.35142 -1.63545 -0.95937 -0.14 -0.69 -0.44
H -4.44942 -1.53501 -0.93976 0.29 0.11 0.05
H -3.11735 -2.57563 -0.44704 -0.15 0.22 -0.13
H -3.06264 -1.75468 -2.01147 -0.08 -0.01 0.19
C -2.95396 1.23037 -2.21737 0.02 0.12 -0.81
H -3.95929 1.68009 -2.18947 0.22 -0.13 0.18
H -2.98815 0.39255 -2.91364 -0.11 0.16 0.14
H -2.28570 1.98089 -2.65012 -0.20 -0.04 0.08
C 1.25897 0.61848 -3.04820 -0.30 0.50 -0.21
C 0.21239 1.43655 -3.21414 0.45 -0.18 0.24
C -0.43515 1.69320 -4.54640 0.01 0.65 -0.01
C -1.33969 0.58704 -5.14258 -0.52 -0.17 -0.19
C -1.39418 -0.73090 -4.41108 0.35 -0.60 -0.19
C -0.32947 -1.53193 -4.26366 -0.58 0.08 -0.29
C 1.01658 -1.23766 -4.86796 0.15 -0.39 -0.16
C 1.87968 -0.14159 -4.18792 0.62 -0.03 0.13
H 0.33755 1.92545 -5.29796 -0.10 -0.01 0.36
H -1.00405 0.42819 -6.18042 -0.21 -0.13 0.28
H -1.04769 2.60482 -4.44284 0.30 -0.26 -0.16
H 2.18333 0.55818 -4.98446 0.02 -0.08 0.40
H 1.76246 0.53948 -2.07791 -0.34 -0.02 -0.18
H -0.17698 2.00991 -2.36626 0.19 -0.32 -0.18
H 2.80012 -0.61839 -3.81380 -0.21 0.27 -0.23
H 1.59263 -2.17729 -4.85242 -0.17 0.34 -0.17
H -0.42787 -2.51138 -3.78407 -0.14 0.39 -0.18
H 0.90671 -0.95415 -5.92958 -0.14 -0.22 0.37
H -2.36584 0.97672 -5.20325 0.30 -0.11 -0.09
H -2.38836 -1.06565 -4.08610 0.56 0.02 -0.01
P 1.48885 1.95561 0.80115 0.38 0.41 -0.07
C 1.35346 3.12180 2.21238 -0.07 -0.03 0.13
H 2.17249 3.85489 2.12861 -0.30 -0.21 0.05
H 1.43899 2.60354 3.17552 -0.05 0.10 -0.35
H 0.38949 3.65122 2.18697 0.32 -0.16 -0.04
C 3.21328 1.35669 0.93313 0.15 0.01 0.04
H 3.86080 2.17483 1.28199 -0.08 -0.27 -0.15
H 3.55264 1.02190 -0.05618 -0.04 0.10 0.21
H 3.29257 0.50978 1.62854 -0.09 0.26 -0.15
C 1.59128 3.13210 -0.59126 0.11 0.20 -0.06
H 1.87304 2.61338 -1.51272 0.00 0.17 0.22
H 2.33781 3.90574 -0.35827 -0.17 -0.19 -0.11
H 0.62240 3.61818 -0.76255 0.24 -0.13 0.13
P 0.71339 -2.19906 -0.05215 -0.04 -0.42 -0.30
C -0.46351 -3.22866 -0.99530 -0.11 -0.06 -0.19
H 0.03536 -4.12426 -1.39395 -0.05 0.23 0.14
H -0.86094 -2.64450 -1.83180 0.01 -0.13 0.27
H -1.29774 -3.54995 -0.36079 0.26 0.10 -0.10
C 2.14954 -2.17731 -1.18323 0.33 -0.08 0.03
H 1.80830 -2.03902 -2.21453 0.03 -0.03 0.20
H 2.70710 -3.12221 -1.10090 -0.18 0.24 -0.13
H 2.82659 -1.35300 -0.93298 -0.07 -0.16 -0.03
C 1.22998 -3.41224 1.21935 0.06 0.08 0.18
H 1.48693 -4.36628 0.73398 -0.06 0.31 0.11
H 0.40465 -3.58889 1.92295 0.20 0.08 -0.15
H 2.09492 -3.04519 1.78563 -0.26 -0.11 -0.21
C 2.82900 -2.08579 4.04816 0.04 -0.12 -0.08
Si 1.54272 -0.73576 4.18386 -0.71 0.15 0.23
C 0.30066 -1.24956 5.54568 0.20 0.12 -0.19
C 2.46020 0.80398 4.73864 0.05 -0.01 0.07
C 0.33233 -0.36028 2.73296 -0.18 -0.26 0.72
H 3.40305 -2.10094 4.98898 -0.17 0.03 -0.29
H 3.53347 -1.88432 3.23212 -0.02 -0.16 0.11
H 2.38589 -3.08122 3.91880 0.16 0.20 0.00
H 0.80253 -1.42753 6.50871 -0.08 0.04 -0.26
H -0.45389 -0.46197 5.70566 0.20 -0.26 -0.07
H -0.22280 -2.17808 5.26491 0.13 0.28 0.08
H 3.13875 1.16551 3.95394 -0.10 0.04 0.24
H 1.77589 1.60953 5.03907 0.20 -0.14 -0.09
H 3.07002 0.54409 5.61834 -0.14 0.12 -0.25
H -0.38707 -1.20074 2.83327 0.19 0.30 -0.05
H -0.20730 0.51687 3.13924 0.22 -0.33 0.09

96
Properties=species:S:1:pos:R:3:forces:R:3 method="wB97M-V/def2-TZVPD" homo_ha=-0.2717 total_charge=0 smiles=COC[C@H](C)N.COC[C@H](C)N.COC[C@H](C)N.COC[C@H](C)N.Oc1ccc(O)cc1.Oc1ccc(O)cc1 e_lumo_ev=0.51 spin_multiplicity=1 de_lowest_ev=2.689
C 2.19931 -1.99564 2.15344 -1.13 1.77 1.26
C 2.01569 -1.18705 3.49536 1.87 -1.05 -2.57
C 0.68718 -1.58373 4.13221 -1.32 1.65 -0.08
O -0.46413 -1.04158 3.35754 2.61 -0.26 0.43
C -1.72434 -1.48658 3.76748 -0.15 -0.57 -1.27
N 3.32019 -1.38449 4.24929 -2.80 0.39 0.33
H 1.82090 -2.99900 2.34891 0.26 -0.13 -0.69
H 3.20649 -1.90433 1.74683 -0.04 -0.37 0.46
H 1.55046 -1.37155 1.53895 -0.31 -0.95 -0.85
H 2.00940 -0.14754 3.16749 -0.28 0.24 0.51
H 0.56501 -1.04143 5.06980 0.32 -0.44 0.60
H 0.58579 -2.66150 4.25968 0.04 -0.13 0.03
H -2.03577 -2.19609 3.00086 -0.29 -0.64 0.10
H -2.43606 -0.67548 3.61363 0.04 0.22 0.79
H -1.73075 -1.99935 4.72931 -0.16 0.43 0.22
H 3.31253 -2.37343 4.45430 0.45 -0.55 0.04
H 2.99475 -0.99595 5.12292 0.91 0.33 1.00
C 0.13489 2.27201 4.70440 0.92 -0.62 -0.69
C 1.11763 3.41113 4.55636 -0.08 -1.18 0.16
C 2.47156 3.11258 3.84521 -0.41 -0.34 -0.25
O 2.39078 2.56984 2.50192 -0.74 -0.04 0.94
C 3.69014 2.42746 1.94641 0.05 0.77 0.63
N 0.42308 4.51690 3.97350 0.86 1.52 -0.14
H -0.67553 2.37081 5.42658 0.25 0.52 -0.01
H 0.77042 1.43706 4.99943 -0.49 -0.63 -0.20
H -0.28313 2.16125 3.70385 -0.23 -0.78 0.08
H 1.45320 3.62318 5.57151 0.06 0.69 0.14
H 3.16086 2.47622 4.40021 -0.30 -0.43 0.39
H 2.96670 4.08325 3.87264 0.26 0.30 -0.60
H 4.25951 1.90416 2.71456 0.61 -0.02 -0.34
H 4.02541 3.45300 1.79154 0.73 -0.05 -0.01
H 3.74978 1.91979 0.98370 -0.68 -0.21 0.19
H 1.18674 5.12225 3.70799 -0.15 1.08 0.11
H 0.02545 4.34837 3.06049 -0.39 -0.83 -0.09
C -2.29620 3.78352 -4.17842 0.59 -0.90 0.72
C -2.63120 2.65973 -5.13439 -2.28 0.16 -0.73
C -4.10145 2.03111 -4.94811 2.14 0.01 -0.65
O -4.02102 0.94816 -4.04570 -0.76 1.03 1.29
C -5.19933 0.68161 -3.30109 0.25 -2.11 0.39
N -2.49457 3.16675 -6.53362 0.35 -0.96 0.70
H -1.20633 3.79869 -4.17169 0.07 0.63 -0.03
H -2.54859 3.43181 -3.17807 -0.23 0.29 0.16
H -2.70352 4.77994 -4.34973 -0.14 -0.22 -0.27
H -1.96612 1.83858 -4.86703 0.27 -0.05 -0.69
H -4.38862 1.53193 -5.87356 -0.24 0.65 -0.54
H -4.74253 2.87971 -4.70938 -0.56 -0.33 0.42
H -5.61399 1.42836 -2.62395 0.37 0.54 -0.35
H -4.94698 -0.18927 -2.69612 0.46 0.30 0.58
H -5.99379 0.17965 -3.85332 -0.35 0.78 -0.92
H -2.69757 2.38223 -7.13646 0.26 -0.24 -0.35
H -3.26627 3.78666 -6.73435 -0.13 0.45 0.25
C 4.47099 -1.28080 -1.98734 0.58 1.97 0.73
C 3.34383 -1.71576 -1.06729 -0.97 0.50 -2.83
C 1.99622 -1.57231 -1.91554 -0.27 0.21 0.25
O 1.67330 -0.28141 -2.42514 1.50 1.36 1.85
C 0.41886 -0.07165 -2.99982 0.17 -0.40 -0.77
N 3.60103 -3.10858 -0.77694 -0.06 -1.13 0.27
H 5.37610 -1.24625 -1.38098 0.38 -0.15 -0.26
H 4.33370 -0.26992 -2.37121 -0.14 0.16 0.08
H 4.62928 -1.88170 -2.88287 -0.29 -0.49 0.27
H 3.23694 -1.22283 -0.10101 0.17 0.58 -0.53
H 1.20823 -1.93266 -1.25423 -0.36 -0.28 -0.25
H 2.06307 -2.08260 -2.87639 0.22 -1.45 0.39
H -0.43753 -0.01233 -2.32811 0.09 -0.32 0.38
H 0.29984 -0.84876 -3.75484 -0.64 -0.27 -0.17
H 0.45457 0.86908 -3.54923 0.19 0.11 0.15
H 4.24594 -3.45394 -1.47330 -0.15 -0.21 -0.56
H 4.21802 -3.14897 0.02167 -0.32 -0.09 0.65
C -1.29361 2.69787 -0.45375 1.61 -0.32 0.11
C -2.27174 1.77305 -0.78239 0.49 0.37 1.03
C -2.31794 0.52716 -0.10278 1.62 1.39 -0.82
C -1.23981 0.16712 0.72923 -0.22 0.90 -1.03
C -0.19428 1.07702 0.93395 -0.23 0.79 0.06
C -0.21034 2.36974 0.37872 -1.22 -1.26 0.04
O 0.78724 3.26279 0.59441 -0.81 0.40 -0.74
O -3.28488 -0.33332 -0.45240 -0.73 -0.66 -0.10
H -1.15623 3.63112 -0.97966 -0.52 0.22 -0.14
H -2.89684 2.14266 -1.58179 -0.75 -0.85 0.13
H -1.13923 -0.85748 1.05556 -0.11 -0.02 0.35
H 0.63889 0.86125 1.58639 0.07 -0.44 0.05
H 1.26646 2.98064 1.37693 0.68 -0.10 0.51
H -2.97142 -1.21900 -0.25511 -0.29 -0.41 0.00
C -0.47242 -4.04314 -2.14005 -0.38 0.31 -1.39
C -1.78231 -3.63274 -1.98560 -0.05 -0.02 0.63
C -2.34576 -3.76748 -0.72786 -3.16 0.25 -1.28
C -1.65139 -4.29288 0.27653 2.39 -1.45 2.13
C -0.36454 -4.82034 0.09193 -0.08 0.66 -0.61
C 0.24779 -4.70513 -1.16798 1.19 0.13 1.20
O 1.53525 -5.21229 -1.38037 -1.53 -0.88 0.04
O -3.72309 -3.50896 -0.56863 0.71 0.77 -0.82
H -0.11155 -3.82077 -3.13339 0.71 -0.43 -0.01
H -2.34472 -3.26792 -2.83236 -0.05 0.18 0.10
H -2.01679 -4.35829 1.29073 -0.50 0.01 0.01
H 0.10925 -5.22509 0.97402 0.40 -0.21 -0.27
H 2.25223 -4.58365 -1.49153 -0.16 0.94 0.37
H -4.10663 -3.86429 0.23650 0.48 -0.17 0.17